Below is a molecular structure, C28H66F5N3O6SSi2 in a non-equilibrium geometry, with properties calculated with wB97M-V/def2-TZVPD.

Geometry as XYZ:
```
111
Properties=species:S:1:pos:R:3:mulliken_charge:R:1
C -3.244 -4.753 1.360 -1.0945
C -2.546 -3.396 1.061 -0.6384
C -1.176 -3.578 0.373 0.1309
C -0.033 -3.743 1.379 -0.8324
C 0.460 -2.421 1.990 -1.0026
C 1.790 -1.925 1.400 -0.1882
C 1.552 -1.196 0.042 0.0051
C 2.604 -1.641 -0.987 -0.8936
C 2.168 -1.305 -2.424 -0.7532
C 1.033 -2.207 -2.895 0.3358
C 0.503 -1.846 -4.294 -1.1330
C -0.369 -0.574 -4.142 0.1514
C -0.889 -0.170 -5.520 -1.0955
C -1.999 0.926 -5.551 -0.7052
Si -2.082 2.062 -4.068 0.3034
O -3.473 1.892 -3.190 -0.1559
Si -3.370 0.901 -1.832 0.4929
S -2.101 4.185 -4.769 1.1345
O -2.471 4.166 -6.154 -0.6848
O -2.988 4.921 -3.932 -0.6641
C -0.434 4.950 -4.484 0.5606
F -0.299 5.091 -3.176 -0.3149
F 0.512 4.110 -4.847 -0.2987
C -0.222 6.363 -5.134 0.7458
F 0.964 6.381 -5.702 -0.2834
F -1.111 6.635 -6.054 -0.2496
F -0.259 7.318 -4.246 -0.2306
H -3.387 -4.820 2.435 0.2389
H -4.207 -4.741 0.862 0.3809
H -2.680 -5.602 0.989 0.3268
H -3.187 -2.806 0.412 0.3176
H -2.373 -2.868 1.997 0.3011
H -1.022 -2.751 -0.320 -0.4734
H -1.243 -4.479 -0.239 0.5124
H 0.782 -4.294 0.917 0.4614
H -0.438 -4.344 2.194 0.3953
H -0.268 -1.623 1.840 0.4347
H 0.618 -2.548 3.060 0.4300
H 2.490 -2.741 1.236 0.4659
H 2.296 -1.220 2.071 -0.3420
H 0.543 -1.427 -0.289 -0.1828
H 1.595 -0.120 0.201 0.4279
H 3.522 -1.106 -0.758 0.3083
H 2.727 -2.720 -0.913 0.4751
H 3.018 -1.373 -3.104 0.3765
H 1.898 -0.246 -2.402 0.2726
H 0.217 -2.118 -2.181 -0.4724
H 1.398 -3.234 -2.875 0.4346
H -0.085 -2.676 -4.678 0.4465
H 1.345 -1.595 -4.936 0.3768
H -1.200 -0.871 -3.502 0.0234
H 0.286 0.162 -3.696 0.2904
H -0.080 0.086 -6.197 0.4047
H -1.336 -1.068 -5.946 0.3336
H -1.789 1.570 -6.407 0.4659
H -2.996 0.528 -5.729 0.4941
H -0.892 1.982 -3.203 -0.1094
H -3.343 -0.500 -2.313 -0.1397
H -4.518 1.081 -0.932 -0.1771
H -2.101 1.100 -1.100 -0.1169
C 2.881 10.291 -0.826 -1.3968
C 3.217 9.203 0.189 0.3962
C 3.437 7.818 -0.438 -0.7519
O 2.252 7.149 -0.825 -0.3663
C 1.719 7.540 -2.079 -0.1550
N 2.174 9.178 1.219 -0.7351
H 1.848 10.232 -1.168 0.2807
H 3.012 11.276 -0.379 0.3491
H 3.535 10.232 -1.699 0.3469
H 4.159 9.489 0.669 0.4091
H 3.897 7.176 0.319 0.3420
H 4.141 7.868 -1.280 0.3986
H 2.506 7.793 -2.797 0.2914
H 1.033 8.383 -1.961 0.2135
H 1.151 6.707 -2.467 -0.2004
H 2.448 8.529 1.952 0.2695
H 1.349 8.748 0.808 0.3101
C 4.142 3.529 4.563 -1.3836
C 2.930 2.669 4.908 0.3774
C 3.240 1.165 4.980 -0.8223
O 3.385 0.529 3.723 -0.2406
C 4.657 0.683 3.120 -0.7571
N 1.855 2.962 3.955 -0.7016
H 4.392 3.485 3.503 0.2618
H 3.940 4.574 4.798 0.3447
H 5.020 3.222 5.136 0.3428
H 2.591 2.972 5.903 0.4019
H 2.389 0.671 5.456 0.3355
H 4.114 0.966 5.613 0.3922
H 5.460 0.706 3.862 0.3419
H 4.691 1.583 2.503 0.2513
H 4.816 -0.173 2.462 0.2637
H 1.013 2.471 4.244 0.2707
H 2.102 2.524 3.071 0.2963
C -4.414 -10.265 4.649 -1.4272
C -3.348 -9.404 3.978 0.3116
C -3.875 -8.054 3.466 -0.5687
O -4.629 -8.136 2.269 -0.3451
C -5.982 -8.513 2.450 -0.7187
N -2.714 -10.184 2.910 -0.7304
H -5.073 -10.746 3.927 0.2841
H -3.944 -11.060 5.229 0.3570
H -5.027 -9.673 5.333 0.3396
H -2.588 -9.184 4.733 0.4138
H -3.013 -7.426 3.225 0.2396
H -4.441 -7.523 4.243 0.4280
H -6.395 -8.116 3.381 0.3363
H -6.091 -9.600 2.425 0.2263
H -6.553 -8.106 1.615 0.2593
H -1.935 -9.653 2.531 0.2778
H -3.373 -10.235 2.137 0.3168
```

Computed properties:
HOMO: -9.11 eV
DFT total energy: -87038.675 eV
LUMO energy: 0.0095 Ha